# C72H165N7O14

A 12-piece molecular cluster, C72H165N7O14 overall at a distorted geometry (ωB97M-V with the def2-TZVPD basis set, OMol25).

Summary:
Total energy: -116415.904 eV
HOMO-LUMO gap (spin up / spin down): 6.531 / 2.368 eV
HOMO (spin up / spin down): -9.02 / -9.02 eV
Charge: +1
Spin multiplicity: 2

```
258
Properties=species:S:1:pos:R:3:forces:R:3
O 29.777637 13.867635 17.789020 -1.1876 -1.9366 0.0750
O 27.180783 17.209457 18.026665 -1.0948 0.8602 0.9299
O 23.147081 21.831307 20.156556 0.2639 0.3079 0.5067
O 25.404769 12.606968 15.718968 0.1282 0.3138 -0.3678
O 28.029043 13.486956 21.660821 0.3138 0.7257 1.8880
O 24.197083 17.148056 16.187141 -0.0064 -0.3040 -0.6417
O 26.107905 17.789353 23.212489 0.2904 1.9786 -0.2872
O 24.047736 16.070645 23.595535 -0.6469 0.4355 0.9631
O 26.755996 23.761960 18.487305 -1.1754 -0.5654 -1.6004
O 30.426035 11.593739 16.100030 0.0013 0.3503 -0.4415
O 24.478729 8.516459 17.042153 0.7626 0.1489 0.6593
O 28.437238 9.908549 10.377077 -0.2742 0.2926 0.9370
O 27.768388 15.571948 16.239702 0.3015 -0.6012 -2.7457
O 31.543177 19.576028 12.427172 -0.0207 -1.0509 -0.6127
N 31.736230 19.158873 13.677772 1.2689 1.9658 0.4283
N 28.480728 16.335828 22.968772 -0.6813 0.1355 0.6894
N 27.793957 23.522391 19.325165 2.6970 0.3403 2.1186
N 25.425686 14.675582 17.992385 -0.8733 -0.8071 -1.3294
N 24.660768 7.882697 18.312638 -1.6507 -0.2748 1.4468
N 23.812957 15.010999 22.746950 1.2997 -1.0842 -2.0974
N 22.938729 17.539761 15.659169 -1.2016 0.5634 0.8597
C 25.859489 7.353274 20.905358 -0.8142 -0.4301 0.0858
C 31.495038 19.618853 16.032796 1.0172 -0.8103 1.4302
C 23.378387 13.138273 24.493350 0.8320 0.4547 -1.2252
C 27.993744 16.878090 24.274499 0.4813 -0.2877 -0.4090
C 20.495066 17.646167 14.228164 0.2524 1.0356 -0.7173
C 20.532410 17.130429 15.630164 -0.7986 -0.1354 -0.2444
C 21.863601 16.591285 16.090682 0.4491 -0.4750 -0.5766
C 22.583975 16.430527 21.075059 1.2156 0.1678 0.8711
C 27.323617 23.195472 20.671966 0.1220 -0.3810 2.0105
C 22.602734 15.174643 21.970012 -1.0974 -1.0672 -0.5139
C 30.030670 20.797645 14.572406 -0.5812 0.6335 -1.8697
C 30.964172 14.579609 17.863593 0.3011 0.3021 -1.2523
C 31.864106 14.214563 16.635050 -0.0806 0.2757 0.5868
C 30.533150 16.016053 17.830348 0.8976 1.7881 0.9607
C 27.845652 9.221057 11.511444 0.3309 0.9588 -0.1098
C 29.651695 22.183661 21.170559 1.1860 1.2222 -0.8211
C 29.647419 23.668521 17.559802 -0.2586 0.0222 0.5092
C 23.393491 17.081811 13.262302 0.0595 -0.9210 -0.2822
C 22.468485 13.992386 20.941539 0.0444 0.4068 0.6237
C 21.827941 16.622677 17.653125 0.3790 0.1651 -1.0551
C 29.083801 15.016424 23.269200 0.2360 0.2694 -1.5733
C 26.998261 18.628330 17.812512 1.1529 -0.7877 0.0919
C 26.677985 11.954009 15.856416 -1.0708 0.0977 1.1973
C 27.767857 17.368118 14.505289 0.9721 -0.1486 0.1240
C 27.155205 18.179063 24.124547 1.5880 -2.3396 0.1556
C 30.503695 10.387955 16.837265 -0.3177 -0.4279 -0.1402
C 28.695041 21.497188 18.166100 -1.9426 -1.3576 -0.6451
C 32.908002 17.646567 15.287437 0.0599 1.6654 0.6288
C 27.650232 10.111537 12.761809 0.2273 -0.0756 -0.0188
C 22.528279 20.594452 19.827390 0.0246 0.9792 -2.0434
C 30.098638 9.356889 15.817765 -0.7548 -0.7210 0.1434
C 31.474802 20.324841 14.654899 -0.5240 -2.2774 3.3989
C 28.424564 14.955124 13.936724 0.0526 1.1105 0.3050
C 27.104307 7.790046 18.000455 0.4108 0.4942 0.0260
C 29.001338 22.818952 18.736490 0.8503 1.9543 -0.3274
C 32.791829 18.178362 13.796599 1.4597 -2.3375 2.7352
C 26.337839 16.682410 19.103642 0.0024 0.0401 0.4901
C 32.554372 21.394460 14.574200 0.3944 0.1080 -0.9413
C 25.312224 18.936077 22.805878 0.3395 -0.2462 0.6154
C 25.248131 10.030842 19.566854 -1.1472 0.4890 -1.3625
C 21.423625 15.194515 22.902841 -1.1618 0.1700 1.1412
C 25.002449 13.273063 18.106202 -0.8017 -0.5260 -1.0148
C 26.369321 24.237208 21.351233 -0.0329 -0.1753 -1.2905
C 23.019266 18.092016 14.299736 -1.4892 1.6238 0.2154
C 30.156070 22.698204 19.793310 -1.5050 -0.0504 -0.2985
C 25.844914 7.005102 18.369895 -0.1087 0.6833 -1.5462
C 21.606128 18.686007 13.945647 -0.4068 -1.3374 -0.0803
C 24.239991 12.681038 22.085371 -0.1908 0.2158 0.6325
C 23.616580 19.672934 19.222724 0.3181 -0.6855 0.6425
C 29.286519 13.994146 22.113994 -0.9074 1.0939 -0.4152
C 27.512415 15.877126 14.813981 0.5163 -0.9783 0.6969
C 32.536368 16.878021 13.014270 0.2954 0.5538 -1.7508
C 34.217257 18.729501 13.481308 -0.2658 0.7895 -1.6320
C 24.475455 12.621134 16.809554 0.1862 0.5681 -0.4130
C 22.829646 9.161981 19.421040 -0.2492 1.5251 -0.9420
C 21.404393 20.921313 18.768528 0.5448 -0.9403 1.1408
C 24.302439 8.786476 19.435758 1.2136 -0.8927 1.5532
C 22.003587 15.143260 15.414197 0.4733 0.8951 1.1041
C 22.870189 12.579105 21.404236 0.7066 0.5169 -0.7444
C 26.567057 21.844769 20.807653 0.0043 -1.1455 -0.7395
C 24.460544 7.988774 20.776254 1.3639 -0.5063 -0.6668
C 25.622116 5.933395 17.274578 0.0812 -0.0890 0.9946
C 32.735528 18.758001 16.381569 -0.9428 -0.8981 -1.9614
C 29.554074 10.426692 18.052745 0.2720 0.8550 -0.1999
C 25.680009 13.799815 23.811821 -0.3615 0.1081 -0.6718
C 24.007079 19.261324 14.308649 -0.1965 -1.1250 -0.2385
C 24.221676 13.703015 23.275421 0.7238 -0.9330 0.8243
C 26.100746 6.376991 19.760027 0.7245 0.0526 -0.5047
C 28.507483 23.060124 21.647752 0.3383 0.3611 -0.2690
C 26.152456 15.177402 19.103006 -0.0421 -0.3803 0.0782
C 28.648117 7.949419 11.749628 -1.1880 -0.5554 0.1630
C 28.077083 12.552515 20.650953 -0.9079 -0.0806 -0.6755
H 28.501642 7.316434 10.874433 0.1834 -0.0557 -0.0346
H 29.698241 21.504566 15.332568 0.8928 0.3017 0.0475
H 24.690372 11.742988 22.409909 -0.6518 -0.3828 0.5594
H 24.891122 18.740239 14.676128 0.6316 0.8860 -0.0453
H 27.169804 9.507718 13.531674 0.2102 -0.1141 0.1532
H 23.988709 11.665291 17.003297 1.0009 -0.9155 0.4647
H 29.764725 9.764177 18.892260 0.1938 -0.2584 -0.3036
H 29.122353 23.782187 16.611390 -0.6386 -0.4674 0.1263
H 27.262812 12.366301 16.678662 0.1127 0.3254 0.1318
H 21.664104 14.408695 16.144455 -0.1916 -0.1454 -0.1839
H 27.608770 16.262019 22.464449 -0.0148 -0.5765 -0.5847
H 27.771149 21.588169 17.594920 -0.1879 0.2094 -0.4424
H 33.921858 17.272947 15.430995 -0.0538 -0.2811 -0.4339
H 28.509862 10.321346 17.758425 0.0056 -0.2776 -0.2001
H 31.542213 10.218011 17.121342 0.1494 0.0409 0.4157
H 25.564572 6.344382 16.266667 0.4492 0.0721 0.1290
H 27.509995 16.337326 16.758377 -0.2924 0.4317 0.6079
H 34.618561 19.481543 14.160621 -0.2477 -0.3454 0.2847
H 23.390744 13.922543 25.250227 -0.7300 0.0260 -0.0185
H 29.538712 21.100821 21.117579 -0.2747 0.0734 0.3294
H 27.034415 12.382224 20.382705 -0.1796 -0.5735 0.2800
H 27.343175 18.121788 15.168416 -0.7479 -0.4460 0.0557
H 33.621655 19.390294 16.437174 0.0594 -0.1814 0.2549
H 26.059467 23.781935 22.291882 -0.1235 0.2221 -0.0810
H 26.652261 8.099831 20.952906 -0.0413 0.0942 -0.1954
H 29.236549 20.056829 14.665453 0.5022 -0.7327 -0.1491
H 23.914650 12.305240 24.947863 -0.0052 -0.1700 -0.2148
H 29.109773 14.379710 17.327137 -0.3933 0.2583 -0.4393
H 26.476728 15.644707 14.566094 -0.1953 -0.0405 0.2717
H 27.851939 18.972511 17.228660 0.3156 -0.1842 0.0530
H 23.635284 8.179844 16.730869 -0.1030 -0.1682 0.0358
H 24.324633 8.646417 21.634814 -0.3795 0.1783 -0.1636
H 26.446586 5.236047 17.423062 0.0203 -0.2255 -0.6045
H 30.513488 22.484828 21.766131 -0.0126 -0.8798 0.6912
H 24.685676 5.398034 17.431326 -0.0306 -0.0304 0.2524
H 32.792273 17.045821 11.968100 -0.3542 0.0474 -0.2838
H 24.110243 19.576999 13.270476 0.3266 0.1548 0.0676
H 24.592871 18.737111 22.011485 0.0876 -0.8034 0.1096
H 25.792677 14.437589 24.688548 -0.2228 0.1808 -0.1390
H 28.307575 13.871605 13.916553 -0.8082 0.1634 0.3669
H 31.439683 20.286213 16.892827 -0.2946 0.7797 -0.4843
H 25.717425 5.360409 19.848030 -1.0856 0.2935 0.2542
H 28.323704 15.330765 12.918481 0.1121 -0.1719 -0.1996
H 27.278094 12.067010 14.953535 -0.4624 -0.1144 -0.0777
H 24.130162 13.160631 18.750071 0.0566 0.3534 0.4973
H 26.792222 24.696995 18.272818 0.0237 0.1959 0.0101
H 22.415047 12.785199 24.125373 -0.1877 0.2900 0.5840
H 21.433705 15.071879 14.487779 -0.2115 0.0031 0.2166
H 27.885130 18.927626 23.816399 -0.5169 0.4213 -1.0246
H 21.860897 21.199108 17.818504 -0.0573 -0.1734 -0.0323
H 23.481443 16.452723 20.456866 0.0908 -0.2249 -0.3042
H 23.300821 18.686384 18.883439 -0.4867 0.0892 -0.0172
H 28.161357 7.438483 12.580347 0.1334 -0.2776 0.1494
H 21.662432 15.562125 23.900807 0.4531 0.2020 -0.0523
H 20.919335 16.236435 18.115015 0.1177 -0.9091 -0.3718
H 24.232860 20.083651 18.422975 -0.6517 0.6878 -0.5074
H 29.714276 14.376831 21.187344 0.5880 0.7844 0.1738
H 25.386984 17.214754 19.127755 -0.2922 -0.1155 -0.5003
H 32.613775 14.979617 16.433116 0.2954 -0.0865 0.3526
H 26.995717 8.456323 17.144660 -0.3150 -0.2844 -0.2883
H 29.420388 21.105832 17.452792 0.2857 -0.0736 0.4571
H 31.405896 14.247314 18.803038 0.4128 0.4165 0.0023
H 29.717172 7.992209 11.957940 -0.1025 0.6733 -0.0286
H 27.161107 6.124536 19.763115 0.3303 0.2130 -0.1216
H 30.102156 15.255545 23.575594 0.0337 -0.1974 0.5022
H 26.491426 10.916814 16.134858 0.2243 -0.3927 -0.3559
H 26.205227 9.931729 20.078945 -0.2963 -0.3305 0.1138
H 26.371523 21.428432 19.819462 -0.6159 0.1544 -0.1775
H 28.564523 10.543332 13.168912 0.3977 -0.3648 0.0540
H 33.474365 21.181765 15.118690 -0.3664 -0.2871 0.3861
H 25.568066 14.863125 19.967776 0.1320 0.5621 0.6270
H 20.792538 20.022051 18.697350 -0.0749 -0.0854 -0.5313
H 28.830757 17.573167 14.632957 0.5679 -0.2235 -0.0531
H 31.283135 16.702900 18.222590 0.6351 -0.0215 -0.2899
H 29.047422 9.565634 15.619075 -0.1020 -0.0418 -0.3663
H 25.720674 12.541237 18.475901 0.7090 0.3577 0.3774
H 23.075245 14.357960 20.113112 0.2991 -0.6465 -0.2165
H 30.918994 22.011148 19.427247 -0.1297 -0.2193 -0.2820
H 23.444204 17.463002 12.242392 -0.0761 0.2515 0.0613
H 28.891093 16.948697 24.889221 -0.0323 0.8087 0.2396
H 21.040735 14.193998 23.103980 -0.2349 -0.0433 -0.3144
H 28.833322 10.682079 10.784936 0.2598 0.2298 -0.3937
H 30.024422 13.290852 22.499966 -0.4089 -0.8226 0.0435
H 26.317835 14.129187 22.991580 0.0778 0.2039 0.1981
H 30.256172 16.359057 16.833487 -0.0970 -0.2227 -0.0913
H 24.384759 17.854899 16.809035 0.0235 -0.0171 0.2479
H 30.116371 8.334873 16.196262 0.2458 -0.0573 0.1248
H 32.133280 22.328369 14.946495 0.0110 -0.0312 -0.0901
H 26.158145 18.901699 17.174099 -0.5859 -0.2255 0.4812
H 24.001426 21.872303 19.720655 0.0592 0.1344 -0.0184
H 22.647325 9.918542 18.657832 0.0174 0.1354 -0.3597
H 24.357554 16.627086 13.490122 0.0453 -0.1402 0.0839
H 28.371626 20.758414 18.899391 0.7617 -0.1143 0.2490
H 34.932321 17.923643 13.315846 -0.2828 -0.2881 0.6485
H 28.434851 12.976241 19.712573 0.9896 -0.1632 -0.0183
H 21.450039 13.967235 20.553940 -0.1778 0.1983 0.1180
H 22.946776 11.987445 20.492001 0.1902 -0.1143 -0.1483
H 20.538174 16.843192 13.492323 0.2123 -0.1403 0.0094
H 34.222445 19.190951 12.493813 -0.2474 0.3079 -0.1403
H 26.822863 9.009435 11.199641 0.0562 -0.6037 -0.1196
H 21.709603 16.475454 20.425793 -0.0264 -0.0131 0.2717
H 29.888715 24.697158 17.827763 0.0508 -0.0703 0.4720
H 21.722502 17.669008 17.939788 0.5627 0.2155 -0.1076
H 19.830800 16.296311 15.620022 -0.1638 -0.0774 0.5744
H 23.032797 14.897490 15.152635 0.1118 0.1266 0.2534
H 26.042798 12.813590 24.101376 -0.1469 -0.1588 -0.0575
H 21.374303 19.635400 14.428346 0.2913 -0.0946 0.4423
H 22.759380 16.185737 18.013145 -0.2269 -0.0720 0.4529
H 32.918504 21.525946 13.555267 -0.3763 0.3285 -0.1848
H 21.539601 18.886960 12.876403 0.4342 0.1188 -0.1464
H 27.110032 21.019525 21.268368 0.9207 0.2398 0.0298
H 25.013348 12.935681 21.360673 -0.1543 0.8429 -0.3047
H 23.669183 20.102192 14.914339 0.1589 -0.1761 0.1973
H 26.992129 10.975082 12.665476 -0.2385 -0.0908 -0.7142
H 25.445235 10.378041 18.552604 0.3326 -0.1805 -0.2507
H 22.090067 20.230583 20.756727 0.0444 -0.4054 -0.1408
H 32.231619 16.808663 15.456322 -0.2309 0.2676 -0.0410
H 28.521264 14.532789 24.067798 0.1593 -0.3507 0.1477
H 31.530921 16.459710 13.060913 -0.0446 0.2567 0.2956
H 22.620770 16.314076 13.302081 0.3403 -0.1764 -0.3656
H 26.732218 25.247045 21.542656 0.6031 -0.1605 -0.0840
H 33.251605 16.102083 13.287177 -0.0792 0.2103 0.5893
H 22.691398 17.315852 21.701767 -0.5389 0.2342 0.0351
H 26.763561 16.886621 20.086065 0.6372 0.4374 -0.0025
H 24.758195 19.233040 23.696360 -0.0686 0.5235 -0.1262
H 30.602419 19.001358 16.133029 -0.0698 -0.2089 -0.1877
H 25.936014 19.731249 22.397625 0.1711 0.0640 0.4038
H 24.694190 10.887497 19.950779 0.0148 -0.1054 0.6059
H 26.008063 14.806478 17.177639 -0.1981 -0.2709 -0.4813
H 27.426328 16.096803 24.780210 -0.5812 0.0377 0.0683
H 27.074235 19.149573 18.766783 -0.5589 0.0617 -0.0414
H 30.671407 23.658295 19.821159 -0.2335 0.1975 0.5582
H 27.102736 14.651738 19.196560 0.5990 0.2124 0.2254
H 30.651379 9.400973 14.879334 0.1321 0.1562 0.1628
H 20.618550 15.859965 22.591200 -0.2164 -0.2678 -0.3597
H 19.519135 18.101017 14.058545 -0.0645 0.1319 -0.0469
H 20.133023 17.898022 16.293028 0.1729 0.0750 0.2093
H 30.238857 12.346824 16.665217 -0.1799 0.1482 0.4571
H 30.580392 23.159582 17.317619 0.2153 0.0363 0.0056
H 24.583786 16.672744 23.074266 0.4595 -0.1210 0.3159
H 27.552231 17.646100 13.473628 -0.3519 -0.1998 -0.0240
H 25.914151 6.834083 21.862197 0.0188 -0.1455 0.0396
H 29.730662 16.273364 18.521657 -0.4588 -0.6234 -0.1343
H 26.881105 18.490042 25.132648 -0.9579 -0.0541 -0.0606
H 22.078050 8.398157 19.221648 0.5125 -0.4931 0.2196
H 29.462819 15.073631 14.246668 0.1976 0.3523 0.0476
H 23.558313 13.075319 16.434497 0.4657 1.0521 -0.2476
H 28.550910 11.632652 20.993649 0.2252 -0.1604 -0.4111
H 27.921432 7.098479 17.795159 0.1323 0.0597 0.0233
H 31.276900 14.152743 15.718830 -0.3678 0.0247 0.0981
H 30.592790 19.476534 12.335189 -0.8855 0.5662 -0.6800
H 24.418118 19.449931 19.926930 -0.1760 0.0171 0.7091
H 29.000793 24.011639 21.846173 -0.2797 0.4822 -0.3098
H 28.081993 22.813063 22.620389 0.1195 -0.5212 -0.0228
H 29.612315 11.446277 18.433724 0.1063 0.0418 0.3166
H 25.509066 24.366368 20.694440 -0.3091 -0.1228 0.2308
H 22.565148 9.695933 20.333750 0.0765 -0.2903 0.2575
H 23.751288 7.161645 20.806820 -0.2993 0.1316 0.0454
H 32.330677 13.236907 16.755893 0.1090 0.1460 0.0384
H 25.677949 21.802596 21.436791 -0.3501 0.7239 -0.4192
H 32.551639 18.188054 17.292300 0.1980 0.5619 0.2632
H 27.400300 8.468388 18.800662 0.1210 -0.2246 0.2484
H 22.096403 12.034537 21.945350 0.0208 0.4013 0.5544
H 20.729854 21.718203 19.081665 0.3019 0.0829 0.2626
H 29.900444 21.263442 13.595590 -0.3694 0.4160 -0.0036
```
Forces are in eV/Å.